(1)
The following is a quantum chemistry calculation of a single C5H6F2O molecule, from OMol25.

Structure (SMILES): O[C@H]1C=C(F)C[C@H]1F
HOMO energy (eV): -9.5
Charge: 0

Last columns: bonded neighbours and bond lengths (Å).
CARTESIAN COORDINATES (ANGSTROEM)
1 F -2.64237 -0.07662 -0.22597  C7 1.277
2 F 1.81937 -1.16011 -0.24425  C6 1.370
3 O 1.61014 1.30340 -0.50020  C4 1.378, H9 0.978
4 C 0.73821 0.84229 0.46238  O3 1.378, C5 1.481, C6 1.565, H14 1.120
5 C -0.69176 1.15334 0.23598  C4 1.481, C7 1.339, H12 1.090
6 C 0.79996 -0.71862 0.55811  F2 1.370, C4 1.565, C8 1.552, H11 1.111
7 C -1.38201 0.04590 -0.06300  F1 1.277, C5 1.339, C8 1.457
8 C -0.56117 -1.15824 -0.04354  C6 1.552, C7 1.457, H10 1.139, H13 1.050
9 H 1.68392 0.65826 -1.23192  O3 0.978
10 H -0.48826 -1.42978 -1.14738  C8 1.139
11 H 1.05146 -1.12316 1.56219  C6 1.111
12 H -1.12733 2.15188 0.26228  C5 1.090
13 H -0.93386 -1.97914 0.49560  C8 1.050
14 H 0.92055 1.43725 1.39325  C4 1.120


(2)
The following is a quantum chemistry calculation of a gas-phase ion, C5H6F3N2S (charge +1), from OMol25.

HOMO energy (spin up / spin down) (eV): -13.6 / -13.6
Charge: +1

Last columns: bonded neighbours and bond lengths (Å).
CARTESIAN COORDINATES (ANGSTROEM)
1 S 1.07148 -0.43761 -2.63068  C8 2.099, C10 1.551
2 F 3.30234 2.61565 -2.01621  C9 1.356
3 F 3.68407 1.31905 -3.72194  C9 1.290
4 F 2.00862 2.74314 -3.73389  C9 1.330
5 N -0.23542 0.49289 -0.33491  N6 1.178, C8 1.253
6 N 0.10438 1.52426 0.12231  N5 1.178, C11 1.355
7 C -1.29386 -1.60878 -1.24072  C8 1.465, H13 1.155, H14 1.087, H17 1.098
8 C -0.33715 -0.51179 -1.07623  S1 2.099, N5 1.253, C7 1.465
9 C 2.76102 1.89996 -3.03274  F2 1.356, F3 1.290, F4 1.330, C10 1.490
10 C 1.77564 0.93464 -2.46981  S1 1.551, C9 1.490
11 C 0.90806 1.74183 1.19193  N6 1.355, H12 1.124, H15 1.050, H16 1.098
12 H 1.45944 0.82358 1.53431  C11 1.124
13 H -1.48607 -1.77957 -0.11497  C7 1.155
14 H -0.74843 -2.43364 -1.69200  C7 1.087
15 H 1.67390 2.45284 1.09173  C11 1.050
16 H 0.29584 2.11166 2.02502  C11 1.098
17 H -2.24596 -1.46153 -1.76720  C7 1.098


(3)
The following is a quantum chemistry calculation of 2 unconnected molecules or ions with the total composition C5H6F4O4, from OMol25.

Structure (SMILES): O=C1OC[C@@H](C(F)(F)C(F)F)O1.O
HOMO energy (eV): -11.0
Charge: 0

Last columns: bonded neighbours and bond lengths (Å).
CARTESIAN COORDINATES (ANGSTROEM)
1 F 2.43251 2.55593 0.78817  C13 1.427
2 F 0.38323 2.03689 2.39735  C10 1.423
3 F -1.18974 2.58323 0.79105  C10 1.431
4 F 0.78752 4.10940 0.05434  C13 1.430
5 O -0.51615 -4.29940 -1.75556  H18 0.967, H19 0.965
6 O -0.53550 -1.45485 -0.76463  C9 1.452, C12 1.473
7 O -0.08710 -0.70767 1.39867  C9 1.454, C11 1.451
8 O 0.64315 -2.91728 0.68319  C9 1.235
9 C 0.07301 -1.83724 0.49697  O6 1.452, O7 1.454, O8 1.235
10 C 0.04753 1.90293 1.02131  F2 1.423, F3 1.431, C11 1.598, C13 1.633
11 C 0.06209 0.40144 0.47496  O7 1.451, C10 1.598, C12 1.597, H16 1.154
12 C -1.00955 -0.06869 -0.61107  O6 1.473, C11 1.597, H15 1.157, H17 1.149
13 C 1.16148 2.73401 0.16445  F1 1.427, F4 1.430, C10 1.633, H14 1.140
14 H 1.14502 2.31008 -0.89351  C13 1.140
15 H -2.08364 -0.19133 -0.19772  C12 1.157
16 H 1.12345 0.29410 0.03540  C11 1.154
17 H -1.09566 0.53794 -1.58262  C12 1.149
18 H -0.47157 -3.35040 -1.57726  O5 0.967
19 H -0.88109 -4.67228 -0.94430  O5 0.965


Q: The highest charge belongs to which entry?
A: C5H6F3N2S


Q: Which of these has the highest charge?
A: C5H6F3N2S


Repeat the first record exactly.
The following is a quantum chemistry calculation of a single C5H6F2O molecule, from OMol25.

Structure (SMILES): O[C@H]1C=C(F)C[C@H]1F
HOMO energy (eV): -9.5
Charge: 0

Last columns: bonded neighbours and bond lengths (Å).
CARTESIAN COORDINATES (ANGSTROEM)
1 F -2.64237 -0.07662 -0.22597  C7 1.277
2 F 1.81937 -1.16011 -0.24425  C6 1.370
3 O 1.61014 1.30340 -0.50020  C4 1.378, H9 0.978
4 C 0.73821 0.84229 0.46238  O3 1.378, C5 1.481, C6 1.565, H14 1.120
5 C -0.69176 1.15334 0.23598  C4 1.481, C7 1.339, H12 1.090
6 C 0.79996 -0.71862 0.55811  F2 1.370, C4 1.565, C8 1.552, H11 1.111
7 C -1.38201 0.04590 -0.06300  F1 1.277, C5 1.339, C8 1.457
8 C -0.56117 -1.15824 -0.04354  C6 1.552, C7 1.457, H10 1.139, H13 1.050
9 H 1.68392 0.65826 -1.23192  O3 0.978
10 H -0.48826 -1.42978 -1.14738  C8 1.139
11 H 1.05146 -1.12316 1.56219  C6 1.111
12 H -1.12733 2.15188 0.26228  C5 1.090
13 H -0.93386 -1.97914 0.49560  C8 1.050
14 H 0.92055 1.43725 1.39325  C4 1.120


Q: Which formula does entry 2 have?
A: C5H6F3N2S